188
Properties=species:S:1:pos:R:3:forces:R:3:mulliken_charge:R:1 method="wB97M-V/def2-TZVPD" smiles=COC[C@H](C)N.COC[C@H](C)N.COC[C@H](C)N.COC[C@H](C)N.COCCNCCOC.COCCNCCOC.COCCNCCOC.COCCNCCOC.COCCNCCOC e_above_lowest_kcal_mol=190.1
C 0.01212 4.93808 -0.65058 -0.136 0.224 0.952 -0.23
O -0.99615 4.80488 -1.65001 0.638 -0.696 -0.147 -0.62
C -0.46724 4.33688 -2.88002 1.247 -0.833 -1.283 -0.13
C 0.58735 5.31697 -3.52572 -1.190 0.741 1.918 -0.68
N -0.00318 6.63326 -3.30401 -0.454 -0.899 -0.445 -0.24
C 0.86396 7.74678 -3.13367 -1.430 1.856 -1.302 -0.67
C 1.10806 8.31536 -4.53321 2.551 -0.030 -1.300 -0.81
O 2.12157 7.42783 -5.11625 -1.051 -1.406 1.090 -0.25
C 2.31144 7.40485 -6.49377 -0.523 1.395 -0.124 -0.77
H 0.89533 4.29973 -0.62694 0.032 -0.313 -1.423 -0.11
H -0.40292 4.63419 0.31041 -0.390 0.716 0.045 0.20
H 0.34214 5.97689 -0.64227 0.077 0.034 0.329 0.21
H -1.27135 4.09771 -3.57595 -0.384 0.576 0.169 0.51
H 0.01327 3.37040 -2.72803 0.266 -0.114 0.221 -0.04
H 0.86213 5.18406 -4.57210 -0.165 -0.526 0.161 0.49
H 1.46435 5.32029 -2.87843 0.581 -0.674 -0.308 0.20
H -0.77855 6.51780 -2.66716 0.352 0.613 0.249 0.31
H 1.81041 7.65920 -2.60015 0.187 -0.611 0.023 0.34
H 0.28416 8.51303 -2.61907 0.017 0.159 0.284 0.42
H 1.60983 9.27604 -4.64900 0.034 0.629 0.970 0.48
H 0.24368 8.46335 -5.18055 -0.474 -0.874 0.243 0.37
H 3.02367 6.63528 -6.79142 0.248 0.304 0.322 0.23
H 2.59922 8.43344 -6.71122 0.764 0.023 -0.917 0.31
H 1.42099 7.25386 -7.10401 -0.548 -0.323 0.233 0.31
C 0.87671 -3.02125 4.56769 1.134 -1.745 -0.465 -0.47
O 1.28188 -4.38174 4.32878 -0.611 -1.160 -0.221 -0.38
C 0.23877 -5.25040 3.86699 0.142 -0.133 -0.733 -0.62
C 0.74851 -6.60779 3.27753 0.813 0.738 0.144 -0.50
N 1.44012 -7.41687 4.26039 -0.512 -1.119 -0.284 -0.35
C 1.89016 -8.76229 3.77571 0.426 1.905 0.983 -0.56
C 3.07589 -9.14748 4.65046 -0.496 -1.168 1.281 -0.58
O 4.03871 -8.11935 4.89419 -0.710 -1.201 0.309 -0.43
C 4.55796 -7.57402 3.74842 1.234 0.705 -2.313 -0.72
H 1.89909 -2.69810 4.76371 -0.587 1.267 0.780 0.26
H 0.11167 -3.00346 5.34390 0.327 0.428 0.345 0.41
H 0.50473 -2.51915 3.67460 -0.132 -0.125 -0.292 -0.04
H -0.26389 -4.63665 3.11949 -0.418 -0.461 -0.541 0.35
H -0.50014 -5.48553 4.63305 0.087 0.110 0.459 0.45
H 1.39143 -6.45544 2.41061 0.454 0.676 -0.254 0.21
H -0.02803 -7.21257 2.80920 -0.723 0.209 0.523 0.38
H 2.15456 -6.93369 4.78595 0.096 0.067 -0.347 0.31
H 2.27079 -8.80518 2.75522 -0.337 0.520 -0.481 0.25
H 1.03742 -9.43620 3.85797 0.262 -0.339 0.085 0.43
H 3.50141 -10.09900 4.33163 0.652 0.190 -0.844 0.39
H 2.73161 -9.49176 5.62568 -0.205 0.734 0.376 0.32
H 4.14741 -6.59493 3.50157 -0.110 0.148 0.161 0.21
H 4.50961 -8.15312 2.82624 -1.152 -0.637 -0.041 0.28
H 5.64410 -7.51245 3.68050 0.372 0.430 1.319 0.41
C -5.49498 -0.75012 -3.67861 -0.771 0.105 -0.545 -0.41
O -6.73112 -0.75083 -2.97569 0.257 -1.751 1.157 -0.35
C -6.88002 -1.88835 -2.06115 -0.194 1.711 1.355 -0.46
C -8.11378 -1.62394 -1.05907 0.024 -0.214 -2.023 -0.80
N -8.24777 -0.31410 -0.44954 2.446 0.960 0.074 -0.26
C -7.10468 0.24389 0.33093 -1.039 -1.208 0.058 -0.89
C -6.80194 -0.55923 1.64978 -1.103 2.267 -1.880 -0.17
O -8.00983 -0.72514 2.35552 0.469 -1.550 1.089 -0.37
C -7.70059 -1.48367 3.54175 -1.099 0.885 0.841 -0.72
H -4.61856 -0.85110 -3.03847 0.004 0.106 0.181 -0.04
H -5.47976 0.17386 -4.25664 0.202 0.243 0.378 0.32
H -5.47033 -1.51216 -4.45757 0.029 -0.541 0.115 0.33
H -5.98877 -2.09584 -1.46892 0.657 0.922 0.207 0.18
H -6.94928 -2.87685 -2.51521 -0.910 0.133 -0.764 0.52
H -8.18166 -2.50086 -0.41524 0.268 -0.090 0.481 0.35
H -8.91513 -1.76271 -1.78481 -0.603 0.254 0.320 0.45
H -9.06871 0.01029 0.04132 -0.390 -1.090 -0.471 0.29
H -7.37885 1.27951 0.53196 -0.083 -0.042 0.403 0.32
H -6.17418 0.32842 -0.23044 -0.014 -0.339 -0.354 0.32
H -6.21800 0.18196 2.19543 1.000 -0.724 0.417 0.25
H -6.36661 -1.50908 1.33931 0.424 -0.059 0.558 0.35
H -7.17643 -2.42903 3.40161 0.131 0.142 -0.432 0.32
H -8.58854 -1.67830 4.14322 -0.655 -0.324 -0.790 0.32
H -7.21253 -0.86652 4.29609 1.010 0.242 -0.355 0.19
C -6.08334 2.72342 4.94547 -0.206 0.526 0.038 -0.77
O -6.19478 3.40462 3.71646 1.728 -0.725 -0.002 -0.39
C -4.98734 3.18737 2.96642 -1.165 -1.141 -0.892 -0.01
C -5.37085 3.77424 1.65414 1.882 2.442 -1.312 -0.50
N -4.28838 3.77581 0.64857 2.128 -0.522 0.115 -0.14
C -2.93214 4.15929 1.15873 -0.395 0.084 1.674 0.34
C -2.87214 5.52858 2.02632 -0.285 0.097 -1.463 -0.75
O -1.58202 6.15298 2.12050 -0.480 -0.033 0.208 -0.17
C -1.59745 7.50446 2.62793 0.101 -0.507 -0.660 -0.89
H -5.74774 1.69550 4.80807 -0.400 -0.318 -0.049 0.26
H -7.07135 2.81869 5.39585 0.247 -0.348 0.342 0.28
H -5.30892 3.19938 5.54700 -0.067 0.170 0.400 0.31
H -4.83229 2.14542 2.68643 -0.274 -0.834 0.670 -0.04
H -4.03225 3.43835 3.42785 -0.339 0.912 0.326 0.47
H -5.47289 4.84546 1.82779 -1.471 0.088 0.292 0.27
H -6.24446 3.23610 1.28628 -0.004 0.466 -0.022 0.22
H -4.41639 4.33339 -0.18379 -0.879 0.022 0.156 0.29
H -2.23003 4.28049 0.33382 -0.457 0.014 -0.071 -0.29
H -2.60884 3.29412 1.73757 0.398 0.137 0.215 0.07
H -3.32879 5.59634 3.01372 -0.143 -0.788 0.149 0.37
H -3.52834 6.09897 1.36892 -0.071 0.894 0.006 0.33
H -2.14493 8.18750 1.97845 0.043 -0.076 -0.495 0.34
H -0.54838 7.79772 2.66709 -0.133 0.060 0.029 0.24
H -2.05683 7.68018 3.60066 0.005 -0.739 0.382 0.33
C 4.09005 -4.04448 -5.42842 -1.184 -0.105 0.310 -0.55
O 3.70400 -2.81859 -6.01437 0.644 1.559 0.725 -0.43
C 3.45252 -1.76786 -5.04092 0.376 0.237 0.322 -0.54
C 1.98494 -1.35233 -4.91976 0.185 -2.141 0.495 -0.37
N 1.20641 -2.40078 -4.15147 -1.049 1.085 -0.314 0.16
C -0.23591 -2.16118 -4.40349 -0.371 -1.563 -0.216 -0.86
C -1.15737 -3.28585 -3.89434 -0.512 1.279 0.676 -0.73
O -1.00143 -4.55737 -4.44324 1.604 -0.951 0.715 -0.44
C -1.14089 -4.63374 -5.82896 0.551 0.479 -0.775 -0.81
H 4.90833 -4.10130 -4.71059 0.504 0.880 -0.123 0.26
H 4.32609 -4.74084 -6.23308 -0.407 -0.050 0.094 0.29
H 3.20556 -4.27543 -4.83475 0.037 -1.282 0.019 0.19
H 4.10954 -0.91417 -5.20720 -0.251 0.260 -0.998 0.45
H 3.83328 -1.98428 -4.04278 -0.234 -0.974 0.259 0.16
H 1.56249 -1.27213 -5.92136 -0.045 0.425 -0.107 0.36
H 1.87220 -0.44883 -4.32052 0.166 0.227 -0.356 0.19
H 1.39325 -3.35562 -4.42256 0.354 -0.006 -0.390 0.08
H -0.53089 -2.20693 -5.45182 0.660 1.075 -0.612 0.45
H -0.53440 -1.23046 -3.92106 -0.083 0.101 -0.319 0.60
H -2.21620 -3.12146 -4.09425 -0.212 1.259 -0.099 0.42
H -1.07284 -3.19210 -2.81168 0.158 -1.402 0.270 0.31
H -1.87314 -3.91850 -6.20358 -1.094 -0.578 0.078 0.37
H -1.21794 -5.68397 -6.11032 -0.761 0.182 0.098 0.30
H -0.30471 -4.28347 -6.43413 0.984 0.073 0.447 0.25
C 5.56419 1.82391 3.93024 -0.316 -0.005 0.617 -1.49
C 4.38011 0.88653 3.80674 -0.941 -0.947 -1.002 0.50
C 2.99524 1.55847 3.87210 0.506 0.394 -1.567 0.23
O 2.92574 2.43421 4.91067 -0.312 1.058 3.530 -0.49
C 1.73133 3.18936 4.95181 -0.460 0.096 -0.804 -0.66
N 4.54034 0.15978 2.51212 -0.347 0.698 0.068 -0.41
H 5.40387 2.58082 4.69803 0.246 -0.297 0.368 0.35
H 5.72847 2.39848 3.01866 -0.139 -0.319 -0.277 0.23
H 6.42538 1.17995 4.10847 0.227 0.438 0.114 0.40
H 4.26796 0.06622 4.51572 0.894 0.399 0.798 0.39
H 2.20049 0.81252 3.87875 -0.143 -0.305 0.073 0.09
H 2.83844 2.22724 3.02577 0.014 -0.468 -1.009 -0.04
H 1.56917 3.92756 5.73722 1.397 0.010 0.302 0.35
H 0.81345 2.61991 5.09780 0.016 -0.819 -0.472 0.22
H 1.69140 3.71474 3.99761 -0.482 0.234 -0.184 0.28
H 4.36592 -0.83418 2.55355 -0.162 0.077 0.214 0.29
H 3.86087 0.57579 1.89136 0.136 -0.378 -0.490 -0.15
C 3.31060 2.64673 0.41637 -0.027 0.960 1.335 -0.28
C 3.85310 2.30837 -0.92965 -0.754 -1.033 0.554 0.41
C 4.61930 0.96602 -0.90353 -0.357 0.759 0.072 0.09
O 4.96701 0.73515 -2.23709 1.591 -0.646 -1.382 -0.29
C 6.19695 0.04468 -2.48129 0.139 0.665 0.129 -0.88
N 2.69830 2.21903 -1.79479 -0.138 0.330 -1.181 0.03
H 2.88758 1.83361 1.00628 -0.224 -0.224 -0.529 -0.57
H 2.53213 3.39755 0.28086 -0.094 -0.034 0.101 -0.03
H 4.04541 3.11093 1.07415 0.265 -0.054 0.013 0.47
H 4.41406 3.17779 -1.27250 0.595 -0.384 -0.137 0.23
H 3.93444 0.17737 -0.59193 -0.449 -0.105 0.185 -0.58
H 5.42961 0.91302 -0.17642 0.505 0.338 -0.223 0.66
H 6.45791 0.01323 -3.53913 -1.080 -0.498 -0.330 0.30
H 6.21084 -0.93570 -2.00510 0.007 -0.141 -0.154 0.25
H 7.08771 0.60155 -2.19049 -0.092 0.314 1.068 0.37
H 2.98788 1.90341 -2.70947 0.007 0.029 -0.220 0.31
H 1.96786 1.58385 -1.50654 0.053 -0.091 0.309 -0.33
C 3.01379 -3.04893 1.49989 -0.731 -1.941 0.595 -1.08
C 2.68162 -3.05513 0.01590 1.212 0.610 0.409 0.76
C 2.67219 -4.52176 -0.60355 -0.027 0.784 1.485 -0.76
O 3.84255 -5.19273 -0.10294 -0.356 0.114 -0.551 -0.26
C 5.03060 -4.94675 -0.83120 0.096 -0.846 -0.003 -0.72
N 1.54158 -2.14989 -0.11545 0.377 -0.704 -1.369 0.42
H 2.23991 -3.73588 1.84241 0.100 -0.423 0.852 -0.04
H 2.82547 -2.17449 2.12278 0.152 0.519 -0.841 0.01
H 3.97088 -3.50317 1.75632 -0.050 0.074 -0.082 0.54
H 3.53476 -2.57415 -0.46255 -0.093 0.295 -0.516 -0.12
H 2.53790 -4.53772 -1.68513 0.723 0.343 -0.351 0.15
H 1.81870 -5.12323 -0.29069 -0.084 0.092 0.653 0.38
H 5.39540 -3.92064 -0.78527 -0.317 0.218 -0.300 0.23
H 4.91531 -5.36103 -1.83279 -0.042 0.610 -0.476 0.31
H 5.83929 -5.55826 -0.43096 -0.180 -0.065 0.526 0.30
H 0.71642 -2.52291 0.33184 -0.167 -0.154 0.341 0.04
H 1.35312 -2.19477 -1.10670 -0.551 0.428 -0.482 -0.20
C -1.95392 -0.84479 -1.10654 0.362 1.046 -0.234 -0.97
C -1.23270 0.55764 -0.97429 -3.042 -2.310 2.246 0.51
C -1.29807 0.94535 0.52395 0.979 -0.539 0.390 -0.86
O -0.61979 -0.00130 1.43670 -0.443 1.390 -1.327 -0.16
C -0.60321 0.46773 2.79816 0.531 -1.242 -1.515 -0.39
N 0.07292 0.40289 -1.47707 1.478 0.665 0.072 0.36
H -1.86248 -1.14070 -2.15162 -0.478 -0.096 -0.081 -0.08
H -2.98742 -0.84146 -0.76017 -0.077 0.057 -0.231 0.44
H -1.41017 -1.59028 -0.52629 0.097 0.127 0.174 0.03
H -1.85372 1.35761 -1.37737 0.136 0.001 -0.821 0.30
H -2.33517 1.06556 0.83710 -0.211 -0.104 -0.067 0.56
H -0.84412 1.93580 0.55606 0.377 0.203 0.569 0.24
H 0.01121 -0.28695 3.28913 -0.359 -0.087 0.410 -0.19
H -1.64385 0.44044 3.12127 0.168 0.577 0.657 0.34
H -0.01883 1.38314 2.89101 -0.619 0.500 0.050 0.23
H 0.20340 -0.53109 -1.83867 0.014 -0.022 -0.227 -0.79
H 0.61852 0.39536 -0.62713 0.845 -0.172 -0.004 0.08


55
Properties=species:S:1:pos:R:3:forces:R:3:nbo_charge:R:1 method="wB97M-V/def2-TZVPD" charge=-1
C 1.30842 -1.07362 -0.95604 0.645 -0.416 0.789 -0.62
C 2.76202 -1.16008 -1.54946 -1.098 0.351 -0.552 -0.43
C 3.68131 0.01554 -1.12488 0.859 -1.676 -1.020 -0.39
Cl 5.30296 -0.28954 -1.93721 -0.745 0.355 0.218 -0.05
S 4.00853 0.12977 0.68746 0.425 3.602 5.148 2.13
O 3.02283 -0.61980 1.53227 0.998 -0.448 -2.386 -0.99
O 3.86549 1.58915 1.02701 0.251 -2.504 -1.974 -0.96
N 5.61536 -0.27958 1.08146 -2.635 -1.485 0.230 -1.09
S 5.62292 -1.20661 2.47874 3.187 3.585 2.800 1.88
O 7.05222 -1.46960 2.83140 -2.559 -0.210 -1.770 -0.92
O 4.97372 -0.57568 3.66573 0.022 -1.600 -2.629 -0.92
P 4.77061 -3.13771 2.03742 -0.333 -3.692 0.098 1.99
O 5.69971 -4.29453 2.29625 -1.563 2.406 -0.140 -1.04
O 3.35663 -3.23127 2.94801 1.813 -0.067 -1.853 -0.95
O 4.28288 -3.20622 0.43265 0.246 0.367 1.989 -0.97
H 1.30284 -1.63349 0.00621 -0.178 0.470 -0.577 0.21
H 0.55806 -1.54246 -1.61905 0.395 0.404 0.193 0.21
H 1.03167 -0.03323 -0.69046 0.068 -0.541 -0.370 0.22
H 2.65588 -1.08126 -2.65713 0.315 0.068 0.679 0.21
H 3.20488 -2.15728 -1.36925 0.014 0.801 0.049 0.23
H 3.32572 0.97183 -1.54567 0.131 -0.341 0.872 0.26
H 2.66982 -2.85994 2.37783 -0.249 0.531 0.477 0.49
H 3.32001 -3.23930 0.42766 -0.093 0.127 -0.238 0.48
C -1.81818 5.33458 -0.32677 -0.072 0.009 0.100 -0.25
O -2.32677 4.14797 0.25779 0.097 0.056 -0.215 -0.55
C -2.15218 3.00909 -0.57570 0.002 -0.144 0.457 -0.09
C -0.96382 2.17116 -0.12500 0.166 0.109 -0.433 -0.09
O 0.25785 2.87135 -0.29653 -0.241 0.085 0.130 -0.56
C 0.74669 3.43256 0.91803 0.158 -0.012 0.056 -0.26
H -1.75817 6.09443 0.45215 -0.061 -0.053 0.024 0.19
H -0.82029 5.18571 -0.74412 -0.006 -0.030 -0.017 0.19
H -2.49693 5.68836 -1.11045 0.057 0.043 -0.073 0.16
H -2.04279 3.30798 -1.62369 0.084 -0.006 0.025 0.17
H -3.06148 2.40536 -0.49078 -0.029 -0.027 -0.017 0.17
H -0.90990 1.27347 -0.74970 -0.079 -0.050 0.018 0.18
H -1.08425 1.84903 0.91398 -0.061 0.056 0.000 0.18
H 1.18706 2.65133 1.54184 0.053 0.033 0.031 0.20
H -0.04292 3.95043 1.46983 -0.041 -0.049 -0.049 0.17
H 1.52288 4.15541 0.66650 0.015 -0.139 -0.068 0.19
C -5.15194 -2.17905 1.00013 -0.125 -0.019 -0.016 -0.26
O -5.58781 -1.46596 -0.14657 0.232 -0.032 0.086 -0.55
C -4.73572 -0.37358 -0.46823 -0.235 -0.121 -0.335 -0.09
C -3.79656 -0.72080 -1.61393 0.296 0.133 0.340 -0.09
O -2.87354 -1.73481 -1.24002 -0.257 -0.087 -0.061 -0.55
C -3.24116 -3.01601 -1.72360 0.135 -0.016 0.100 -0.26
H -5.69228 -3.12500 1.03373 -0.055 0.058 -0.042 0.19
H -4.08156 -2.39145 0.96398 0.013 0.043 0.004 0.18
H -5.38383 -1.61078 1.90639 0.083 -0.023 0.059 0.17
H -4.17153 -0.04997 0.41247 0.063 -0.045 -0.050 0.18
H -5.37872 0.45479 -0.77929 0.021 0.051 -0.006 0.18
H -3.20972 0.16723 -1.86894 -0.036 0.032 -0.021 0.18
H -4.35945 -1.01876 -2.50419 -0.069 -0.013 0.062 0.17
H -3.02062 -3.09275 -2.79252 -0.067 -0.060 -0.054 0.17
H -4.29902 -3.22772 -1.54912 0.002 0.035 -0.034 0.18
H -2.64785 -3.75871 -1.18866 0.041 0.091 -0.034 0.19


Listing frontier orbital gap for the structures above in their given order: 8.46 8.22 eV.
Listing DFT total energy for the structures above in their given order: -91691.413 -79354.666 eV.
Listing HOMO for the structures above in their given order: -8.11 -6.08 eV.